Density functional theory data (ωB97M-V/def2-TZVPD) for a cluster of 4 separate species, C14H40BN2O8 in total.

## Properties
Frontier orbital gap: 6.99 eV
LUMO: -0.129 Eh
F_max: 0.92 eV/A
Total energy: -1293.4002 hartree

Structure (ORCA input):
```
! wB97M-V def2-TZVPD RIJCOSX def2/J DEFGRID3
* xyz 1 1
C -0.825 -5.186 1.830
O -1.433 -4.622 0.667
C -2.134 -3.476 0.875
N -3.390 -3.685 1.745
B -4.421 -4.811 1.340
N -5.609 -5.006 2.112
O -4.096 -5.471 0.229
H 0.252 -5.026 1.842
H -1.222 -4.766 2.760
H -1.023 -6.254 1.829
H -1.532 -2.704 1.368
H -2.482 -3.044 -0.059
H -3.115 -3.791 2.723
H -3.915 -2.806 1.723
H -5.521 -4.851 3.111
H -6.407 -4.452 1.815
H -4.467 -6.368 0.189
C 2.055 0.970 -0.195
O 2.389 1.463 1.089
C 1.260 1.716 1.905
C 1.045 0.608 2.910
O 0.727 -0.627 2.275
C 1.835 -1.508 2.189
H 2.976 0.620 -0.658
H 1.344 0.142 -0.138
H 1.625 1.759 -0.821
H 0.364 1.842 1.287
H 1.433 2.653 2.441
H 0.209 0.873 3.564
H 1.937 0.490 3.533
H 2.067 -1.931 3.173
H 2.723 -1.012 1.794
H 1.552 -2.316 1.512
C 4.222 4.496 0.174
O 3.678 5.227 -0.909
C 2.282 5.057 -1.060
C 1.494 6.211 -0.481
O 1.626 6.289 0.927
C 2.539 7.282 1.361
H 5.243 4.841 0.323
H 3.652 4.658 1.093
H 4.234 3.424 -0.047
H 1.959 4.121 -0.588
H 2.073 4.989 -2.133
H 0.433 6.061 -0.704
H 1.808 7.149 -0.951
H 2.125 8.285 1.214
H 3.493 7.209 0.833
H 2.705 7.123 2.425
C 0.737 -1.467 -2.671
O -0.393 -0.733 -2.225
C -0.989 0.050 -3.252
C -2.225 -0.609 -3.821
O -1.918 -1.822 -4.483
C -2.179 -2.969 -3.705
H 1.006 -2.168 -1.882
H 0.521 -2.023 -3.585
H 1.585 -0.799 -2.851
H -0.267 0.235 -4.053
H -1.266 1.015 -2.817
H -2.686 0.063 -4.550
H -2.954 -0.786 -3.020
H -3.259 -3.141 -3.615
H -1.749 -2.867 -2.703
H -1.730 -3.824 -4.205
*
```